{"formula": "C9H21N2O", "method": "ωB97M-V/def2-TZVPD", "fmax_ev_per_a": 4.73, "e_tot_ha": -539.9238, "smiles": "CCC(C)(C)[C@@]1(N)[C@@H](O)C[N@@H+]1C", "multiplicity": 1, "charge": 1, "de_lowest_kcal_mol": 60.14, "lumo_ev": -2.507, "elements": ["C", "C", "C", "C", "C", "C", "N", "C", "O", "C", "N", "C", "H", "H", "H", "H", "H", "H", "H", "H", "H", "H", "H", "H", "H", "H", "H", "H", "H", "H", "H", "H", "H"], "coordinates": [[3.3574, 0.0446, 0.9520], [2.1382, -0.1051, -0.1291], [0.7168, -0.2558, 0.4566], [0.5802, 0.6112, 1.8278], [0.4618, -1.7756, 0.7617], [-0.2145, 0.3287, -0.5738], [-0.0245, 1.6773, -0.9562], [-1.0011, -0.5703, -1.8826], [-0.3213, -1.6850, -2.3603], [-2.2544, -0.8311, -1.0229], [-1.8812, 0.2066, 0.0834], [-2.5983, 1.4265, -0.0107], [3.4427, -0.7006, 1.6931], [4.2452, 0.0088, 0.3574], [3.2335, 1.1433, 1.2940], [2.3966, -0.9616, -0.7672], [2.0207, 0.7702, -0.8168], [1.1000, 0.1735, 2.6233], [1.1423, 1.5189, 1.7165], [-0.4699, 0.7465, 2.2138], [1.1227, -1.7763, 1.6363], [0.7833, -2.5409, -0.0590], [-0.5796, -2.0116, 1.0719], [0.6359, 2.2103, -0.5143], [-0.5013, 2.2134, -1.6711], [-1.1402, 0.1052, -2.7447], [-0.3412, -2.4552, -1.8321], [-3.3504, -0.6772, -1.4238], [-2.2608, -1.8236, -0.7760], [-1.9316, -0.3209, 0.9068], [-3.0597, 1.5392, -1.0454], [-3.4465, 1.4945, 0.8336], [-2.0007, 2.2723, 0.1578]], "mulliken_charge": [-1.25, -0.79, 1.16, -1.59, -1.60, 0.34, -0.39, -0.01, -0.52, -0.88, 0.05, -1.05, 0.34, 0.44, 0.29, 0.43, 0.42, 0.50, 0.43, 0.29, 0.52, 0.25, 0.32, 0.12, 0.29, 0.41, 0.36, 0.30, 0.32, 0.39, 0.37, 0.30, 0.43]}



{"formula": "BH4In", "method": "ωB97M-V/def2-TZVPD", "fmax_ev_per_a": 3.68, "e_tot_ha": -216.3379, "multiplicity": 1, "charge": 2, "de_lowest_kcal_mol": 9.99, "lumo_ev": -16.954, "elements": ["In", "B", "H", "H", "H", "H"], "coordinates": [[5.1552, -22.8492, -3.8895], [3.2496, -21.9678, -6.4881], [3.7298, -21.6734, -7.5945], [3.3781, -23.0574, -6.0812], [4.0219, -21.2351, -5.8697], [2.0773, -21.7016, -6.5649]], "mulliken_charge": [1.01, -0.11, 0.44, 0.11, 0.22, 0.32]}



Question: Which formula does entry 1 have?
Answer: C9H21N2O